{"formula": "C6H10NO", "method": "ωB97M-V/def2-TZVPD", "spin_multiplicity": 2, "s_squared": 0.783, "e_homo_ha": [-0.328, -0.343], "gap_ha": [0.3626, 0.3032], "de_lowest_kj_mol": 11.3, "largest_force_ha_per_bohr": 0.0569, "total_charge": 0, "species": ["O", "C", "C", "C", "C", "C", "C", "N", "H", "H", "H", "H", "H", "H", "H", "H", "H", "H"], "xyz": [[-3.060, -0.338, -0.927], [-2.764, 0.171, 0.120], [-1.332, 0.319, 0.595], [-0.429, -0.702, -0.078], [1.046, -0.376, 0.106], [1.932, -1.439, 0.308], [2.740, 1.282, -0.033], [1.343, 0.891, -0.044], [-3.548, 0.655, 0.726], [-1.535, 1.176, -0.118], [-1.117, 0.569, 1.620], [-0.724, -1.697, 0.257], [-0.641, -0.660, -1.144], [2.975, -1.269, 0.522], [1.571, -2.450, 0.218], [3.399, 0.520, -0.453], [3.055, 1.485, 0.995], [2.857, 2.187, -0.620]], "forces_ev_per_angstrom": [[-0.20, -0.35, -0.47], [-0.36, -1.16, 1.43], [-1.75, -0.17, -2.34], [0.03, 0.55, 0.13], [-0.45, -0.37, -0.30], [0.04, 0.36, -0.02], [-0.21, -0.28, 0.00], [0.38, 0.05, 0.18], [0.06, 0.25, 0.14], [2.19, 0.93, 0.98], [-0.27, 0.36, 0.11], [0.33, -0.06, 0.09], [-0.03, -0.14, -0.10], [0.07, -0.12, -0.07], [0.02, -0.12, 0.19], [0.10, 0.02, 0.00], [0.05, 0.08, -0.01], [-0.01, 0.16, 0.05]]}

***

{"formula": "C20H31N5O5STi", "method": "ωB97M-V/def2-TZVPD", "spin_multiplicity": 1, "e_homo_ha": -0.567, "gap_ha": 0.3180, "de_lowest_kj_mol": 0.0, "largest_force_ha_per_bohr": 0.0390, "total_charge": 2, "species": ["Ti", "C", "C", "N", "C", "C", "N", "C", "C", "N", "H", "H", "H", "H", "H", "H", "H", "H", "H", "H", "H", "H", "H", "H", "H", "O", "C", "O", "C", "C", "C", "C", "C", "O", "C", "C", "O", "O", "H", "H", "H", "H", "H", "H", "H", "H", "C", "C", "C", "C", "N", "C", "S", "N", "C", "H", "H", "H", "H", "H", "H", "H", "H"], "xyz": [[-0.704, 0.685, -0.370], [-3.048, 2.600, 0.387], [-2.431, 2.064, 1.695], [-1.884, 0.716, 1.429], [-2.810, -0.431, 1.536], [-2.567, -1.394, 0.401], [-2.313, -0.589, -0.847], [-3.492, 0.073, -1.521], [-3.157, 1.534, -1.896], [-2.311, 2.108, -0.852], [-4.117, 2.314, 0.311], [-2.992, 3.697, 0.422], [-1.614, 2.686, 2.041], [-3.190, 2.117, 2.514], [-1.072, 0.589, 2.050], [-2.654, -0.897, 2.519], [-3.832, 0.001, 1.502], [-1.698, -2.014, 0.535], [-3.415, -2.096, 0.241], [-1.904, -1.227, -1.532], [-3.783, -0.492, -2.415], [-4.302, 0.048, -0.786], [-2.633, 1.582, -2.834], [-4.075, 2.106, -2.057], [-1.808, 2.914, -1.182], [1.999, 3.151, -0.294], [1.382, 2.517, 0.505], [0.013, 2.230, 0.415], [2.012, 1.926, 1.772], [1.208, 2.189, 3.068], [2.177, 2.172, 4.272], [2.450, 0.676, 4.400], [1.548, 0.104, 3.264], [0.431, 0.993, 3.247], [2.206, 0.359, 1.861], [1.728, -0.512, 0.704], [2.450, -1.100, -0.055], [0.361, -0.566, 0.500], [2.927, 2.425, 1.840], [0.569, 3.059, 2.922], [1.733, 2.601, 5.168], [3.079, 2.718, 3.989], [2.164, 0.304, 5.366], [3.498, 0.473, 4.222], [1.283, -0.945, 3.394], [3.236, 0.102, 1.924], [4.032, -2.125, -4.104], [2.673, -2.190, -3.494], [1.985, -3.325, -3.158], [0.683, -3.200, -2.722], [0.088, -2.016, -2.530], [0.777, -0.934, -2.787], [0.125, 0.690, -2.629], [2.039, -1.006, -3.258], [-0.096, -4.437, -2.447], [4.583, -3.017, -3.845], [4.520, -1.249, -3.722], [3.961, -2.096, -5.209], [2.430, -4.295, -3.319], [2.494, -0.104, -3.429], [0.451, -5.346, -2.656], [-0.998, -4.413, -3.066], [-0.394, -4.505, -1.395]], "forces_ev_per_angstrom": [[1.11, 0.78, 1.47], [-0.19, 0.07, 0.11], [-0.75, 0.03, -0.07], [0.45, -0.01, 0.40], [-0.57, 0.65, 0.69], [-1.14, -0.19, -0.97], [-0.25, -0.55, -0.56], [0.13, 0.21, 0.55], [-0.65, -0.45, 0.02], [-0.31, 0.17, 1.12], [0.62, 0.09, -0.10], [-0.22, -0.33, -0.17], [0.13, 0.01, -0.22], [0.44, -0.47, -0.62], [-0.26, 0.04, 0.19], [-0.34, -0.07, -0.35], [0.45, -0.52, 0.04], [0.47, -0.08, 0.25], [0.33, 0.54, 0.18], [0.15, -0.07, 0.03], [-0.03, 0.09, 0.34], [-0.08, 0.00, -0.28], [0.38, -0.12, -0.30], [-0.05, -0.06, 0.21], [0.20, 0.31, -0.47], [-0.80, -0.23, 0.08], [-0.11, -0.79, 0.63], [1.12, -0.17, -1.13], [-1.27, -0.73, -0.30], [-0.17, 0.45, -0.17], [-0.22, 0.58, -0.75], [-0.18, -0.10, -1.02], [0.52, -0.58, -0.25], [-0.08, -0.07, -0.11], [-0.43, 0.10, 0.47], [-0.47, 0.25, -0.41], [-0.19, 0.22, 0.43], [0.17, 0.58, -0.40], [1.60, 0.50, 0.04], [-0.12, -0.05, 0.50], [0.01, 0.05, -0.12], [-0.10, 0.13, 0.37], [-0.14, -0.33, 0.29], [0.20, -0.33, 0.07], [-0.38, 0.18, 0.13], [0.99, 0.05, 0.01], [-0.66, -0.37, -0.30], [0.12, 0.71, -0.10], [0.46, 0.14, -0.53], [-0.20, -0.72, 0.55], [-0.36, 0.09, 0.10], [-0.10, 0.24, 0.13], [0.14, -0.09, -0.03], [0.22, 0.13, -0.23], [-0.57, 0.05, 0.18], [0.24, -0.13, 0.10], [0.55, 0.39, -0.05], [-0.03, 0.16, 0.53], [0.03, -0.01, 0.04], [0.06, -0.53, -0.04], [0.21, -0.04, -0.23], [-0.01, -0.10, 0.16], [-0.07, 0.27, -0.13]]}